No. 1
{"formula": "C19H33AgF6ILi2NO18P2S3", "method": "the ωB97M-V functional and the def2-TZVPD basis", "e_homo_ev": -7.5, "orbital_gap_ev": 5.9, "lumo_ev": -1.59, "total_charge": 0, "symbols": ["Li", "Li", "Ag", "O", "P", "O", "F", "F", "O", "P", "O", "F", "F", "I", "C", "N", "O", "O", "H", "H", "H", "C", "C", "C", "S", "O", "O", "C", "H", "H", "H", "H", "H", "H", "H", "H", "C", "C", "C", "S", "O", "O", "C", "H", "H", "H", "H", "H", "H", "H", "H", "C", "C", "C", "S", "O", "O", "C", "H", "H", "H", "H", "H", "H", "H", "H", "C", "C", "O", "C", "O", "O", "F", "H", "H", "H", "C", "C", "O", "C", "O", "O", "F", "H", "H", "H"], "positions_angstrom": [[-1.9631, -2.4725, -3.4339], [-0.0398, 0.5492, -0.0589], [-1.5052, -3.7675, 1.4373], [-2.7484, -1.4918, -1.9532], [-2.9115, -0.9915, -0.5234], [-1.9470, 0.0186, 0.1382], [-2.6333, -2.2691, 0.3341], [-4.4816, -0.6312, -0.2195], [0.5167, -3.2198, 0.0885], [0.6802, -2.5085, -1.2711], [-0.1903, -2.8071, -2.4969], [2.2572, -2.4136, -1.8217], [0.3774, -0.9845, -0.8702], [1.1704, 2.8103, -0.5984], [1.6142, -1.3269, -4.6110], [2.4840, -0.3006, -5.3111], [3.0919, 0.4526, -4.5255], [2.5427, -0.3331, -6.5242], [1.1019, -1.7672, -5.4665], [0.8581, -0.8223, -4.0096], [2.2995, -2.0456, -4.1616], [-4.1280, 0.4160, 5.4635], [-2.9201, 0.1418, 6.3784], [-2.0276, -0.8019, 5.4919], [-3.0920, -2.0722, 4.8621], [-3.3258, -3.0527, 5.8905], [-2.8098, -2.4673, 3.4778], [-4.6371, -0.9762, 4.9092], [-4.0001, 1.0498, 4.5860], [-4.9042, 0.9765, 5.9845], [-3.2757, -0.3858, 7.2634], [-2.3704, 1.0326, 6.6822], [-1.2817, -1.2688, 6.1352], [-1.6505, -0.3692, 4.5653], [-5.2185, -1.5817, 5.6045], [-4.8988, -0.7528, 3.8749], [2.9949, -0.4410, 3.9087], [3.6064, -1.7106, 3.2424], [2.6609, -2.3420, 2.2229], [0.9476, -1.6066, 2.6814], [0.0426, -2.6682, 3.0597], [0.6472, -0.5547, 1.7234], [1.5196, -0.7614, 4.1645], [2.9874, 0.3411, 3.1496], [3.5478, -0.0833, 4.7772], [3.5478, -2.3161, 4.1468], [4.6462, -1.6031, 2.9334], [2.5995, -3.4294, 2.2658], [2.8307, -2.0143, 1.1973], [1.5243, -1.6072, 4.8520], [0.7940, 0.0262, 4.3675], [-0.5375, 1.5834, -4.8016], [0.4834, 2.6832, -5.1480], [0.5796, 2.6797, -6.6928], [-1.0954, 2.4687, -7.3428], [-1.0125, 1.3971, -8.3584], [-1.7565, 3.7097, -7.6309], [-1.7755, 1.9219, -5.7112], [-0.6386, 1.5759, -3.7163], [-0.2165, 0.5549, -4.9672], [1.4287, 2.3998, -4.6854], [0.2673, 3.6807, -4.7654], [1.2099, 1.8759, -7.0734], [0.9979, 3.5501, -7.1984], [-2.6147, 1.2852, -5.9912], [-2.3490, 2.7369, -5.2696], [4.8497, -1.4325, -1.4652], [4.3257, -0.0630, -1.0283], [5.4507, 0.2029, -0.2033], [6.5546, -0.3849, -0.6398], [7.6731, -0.1463, -0.1639], [6.2056, -1.2087, -1.6409], [3.1782, -0.3347, -0.3163], [4.3547, -1.7227, -2.3920], [4.7348, -2.2216, -0.7220], [4.0663, 0.6430, -1.8172], [-3.4525, 2.2327, 1.9769], [-3.1577, 2.9148, 0.6564], [-2.3594, 3.9462, 0.9898], [-1.9703, 3.9529, 2.2685], [-1.1857, 4.7901, 2.7936], [-2.6687, 2.8937, 2.8872], [-4.2445, 3.4557, 0.2845], [-3.0949, 1.2292, 1.7460], [-4.4817, 2.0215, 2.2673], [-2.6798, 2.3334, -0.1321]]}

No. 2
{"formula": "C28H84N4O32S6", "method": "the ωB97M-V functional and the def2-TZVPD basis", "e_homo_ev": -9.2, "orbital_gap_ev": 8.7, "lumo_ev": -0.49, "total_charge": 0, "symbols": ["C", "O", "H", "H", "H", "H", "C", "O", "H", "H", "H", "H", "C", "O", "H", "H", "H", "H", "C", "O", "H", "H", "H", "H", "C", "O", "H", "H", "H", "H", "C", "O", "H", "H", "H", "H", "O", "S", "O", "O", "C", "C", "C", "H", "H", "H", "H", "H", "H", "H", "H", "O", "S", "O", "O", "C", "C", "C", "H", "H", "H", "H", "H", "H", "H", "H", "O", "S", "O", "O", "C", "C", "C", "H", "H", "H", "H", "H", "H", "H", "H", "O", "S", "O", "O", "C", "C", "C", "H", "H", "H", "H", "H", "H", "H", "H", "O", "S", "O", "O", "C", "C", "C", "H", "H", "H", "H", "H", "H", "H", "H", "O", "S", "O", "O", "C", "C", "C", "H", "H", "H", "H", "H", "H", "H", "H", "C", "N", "O", "O", "H", "H", "H", "C", "N", "O", "O", "H", "H", "H", "C", "N", "O", "O", "H", "H", "H", "C", "N", "O", "O", "H", "H", "H"], "positions_angstrom": [[-19.9037, 8.8783, 10.9414], [-21.2580, 8.6225, 11.0373], [-19.3870, 7.9614, 11.2288], [-19.3928, 9.3214, 10.0792], [-19.6153, 9.6122, 11.7081], [-21.8238, 9.3950, 11.1612], [-21.9641, 11.9755, 10.3440], [-22.5586, 11.1766, 11.3568], [-22.4242, 12.9569, 10.1943], [-20.9556, 12.1961, 10.6927], [-21.9383, 11.6113, 9.3133], [-23.4958, 11.3964, 11.4234], [-24.4924, 8.5581, 16.1042], [-23.9820, 7.9886, 17.3005], [-24.4494, 7.7369, 15.3826], [-25.5491, 8.8208, 16.1112], [-23.7823, 9.2798, 15.7038], [-24.6988, 7.7194, 17.8799], [-27.7892, 8.0310, 8.5050], [-28.3608, 7.4052, 9.6639], [-27.3479, 9.0049, 8.7329], [-26.9178, 7.5164, 8.0923], [-28.6280, 8.1339, 7.8206], [-27.6235, 6.9878, 10.1266], [-27.0935, 9.4092, 18.3726], [-27.5652, 8.5117, 17.3741], [-27.9393, 10.0229, 18.6927], [-26.8766, 8.8428, 19.2842], [-26.2206, 9.9311, 17.9939], [-28.4081, 8.0886, 17.5576], [-31.9424, 6.4160, 10.5839], [-31.3553, 6.2004, 11.8398], [-32.9450, 6.8328, 10.5097], [-31.2431, 7.0790, 10.0628], [-31.9352, 5.4458, 10.0734], [-30.4380, 5.9671, 11.6564], [-23.7461, 7.0686, 12.3613], [-25.0243, 7.6614, 12.0380], [-26.0566, 6.8231, 11.4579], [-25.6157, 8.2756, 13.4587], [-27.0178, 8.4722, 13.4974], [-27.6935, 7.1699, 13.9383], [-24.8750, 9.2773, 11.1807], [-27.5164, 8.7640, 12.5681], [-27.3105, 9.2868, 14.1630], [-27.0477, 6.3537, 13.6163], [-28.6823, 7.1296, 13.4818], [-27.7434, 7.0020, 15.0146], [-25.5604, 10.0238, 11.5830], [-25.2007, 9.1769, 10.1470], [-23.8775, 9.6927, 11.3044], [-31.9469, 11.6019, 11.4786], [-31.1347, 10.9492, 12.5027], [-29.7145, 11.2475, 12.6084], [-31.8574, 11.2486, 13.9469], [-31.0928, 11.1291, 15.1515], [-30.6116, 12.5260, 15.5057], [-31.2762, 9.1063, 12.4645], [-30.2751, 10.4218, 15.0122], [-31.7723, 10.7458, 15.9104], [-30.0697, 12.9562, 14.6633], [-29.8163, 12.5616, 16.2576], [-31.4138, 13.1323, 15.9216], [-30.8861, 8.7812, 13.4289], [-30.5227, 8.7515, 11.7633], [-32.3140, 8.8330, 12.3089], [-28.3610, 2.6995, 12.4419], [-28.3970, 3.5582, 11.2989], [-28.6549, 4.9710, 11.5104], [-27.0367, 3.3227, 10.4352], [-26.7695, 3.9849, 9.2283], [-25.3984, 3.6675, 8.6162], [-29.5643, 2.8303, 10.1201], [-26.9059, 5.0589, 9.3859], [-27.4991, 3.7794, 8.4376], [-25.4586, 2.6218, 8.3059], [-24.5715, 3.7041, 9.3232], [-25.1704, 4.2969, 7.7600], [-29.5500, 3.4267, 9.2083], [-30.5494, 2.7752, 10.5754], [-29.1550, 1.8690, 9.8140], [-31.2830, 7.9829, 15.6157], [-30.9197, 6.8341, 16.4343], [-29.5443, 6.4181, 16.6357], [-31.6228, 6.9726, 17.8586], [-31.1539, 6.1708, 18.9661], [-30.4945, 7.0640, 20.0238], [-31.8148, 5.3269, 15.8736], [-30.5362, 5.3809, 18.5458], [-32.0330, 5.7760, 19.4746], [-30.3258, 6.5576, 20.9745], [-31.0635, 7.9798, 20.1839], [-29.4861, 7.4195, 19.7931], [-31.5126, 5.0478, 14.8630], [-32.8835, 5.5111, 15.7875], [-31.5265, 4.5312, 16.5576], [-19.4358, 6.4571, 15.0499], [-20.6186, 6.6214, 14.1798], [-20.5863, 6.2833, 12.7832], [-21.7993, 5.7229, 14.8294], [-21.8033, 5.5740, 16.2612], [-22.9133, 4.5709, 16.6333], [-21.3649, 8.2912, 14.4149], [-22.0956, 6.5093, 16.7449], [-20.8457, 5.3184, 16.7106], [-22.7191, 4.2735, 17.6632], [-22.9969, 3.7234, 15.9550], [-23.8846, 5.0666, 16.5735], [-20.7328, 9.0201, 13.9067], [-21.3738, 8.4953, 15.4820], [-22.2859, 8.2398, 13.8385], [-23.9844, 7.2360, 8.7763], [-22.7179, 6.5483, 8.5756], [-22.6486, 5.1890, 8.1145], [-21.8135, 7.4071, 7.5342], [-21.9196, 8.8312, 7.6692], [-21.0732, 9.3856, 6.5128], [-21.7860, 6.5620, 10.1026], [-21.5030, 9.0936, 8.6436], [-22.9495, 9.1745, 7.5781], [-21.0724, 10.4761, 6.4434], [-21.4845, 8.9756, 5.5921], [-20.0052, 9.2074, 6.6397], [-22.4037, 6.0329, 10.8248], [-21.5958, 7.5724, 10.4617], [-20.8684, 5.9941, 9.9682], [-24.9249, 3.6237, 13.0717], [-23.5575, 3.2381, 12.6298], [-22.7288, 2.9712, 13.4932], [-23.3269, 3.2386, 11.4372], [-25.3677, 4.2004, 12.2644], [-24.8630, 4.2016, 13.9924], [-25.5355, 2.7582, 13.3252], [-24.9501, 12.8785, 7.6795], [-25.7687, 11.6211, 7.7296], [-25.8585, 11.0516, 8.7985], [-26.1805, 11.1723, 6.6729], [-23.9455, 12.6218, 8.0088], [-25.4344, 13.6128, 8.3177], [-24.8489, 13.2134, 6.6508], [-28.1175, 3.5570, 15.8994], [-28.7885, 3.0507, 17.1670], [-29.1980, 1.8988, 17.1768], [-28.8305, 3.8283, 18.1019], [-28.0871, 2.6922, 15.2394], [-27.1110, 3.9229, 16.0786], [-28.7902, 4.2889, 15.4591], [-26.8581, 12.5615, 13.1202], [-25.4741, 12.4303, 12.6007], [-24.7922, 11.5657, 13.1297], [-25.1149, 13.0733, 11.6477], [-27.6162, 12.6049, 12.3427], [-26.7687, 13.5447, 13.5882], [-27.0796, 11.7911, 13.8503]]}

No. 3
{"formula": "C2H10NS", "method": "the ωB97M-V functional and the def2-TZVPD basis", "e_homo_ev": -12.7, "orbital_gap_ev": 8.7, "lumo_ev": -3.98, "total_charge": 1, "relative_energy_kcal_mol": 32.7, "symbols": ["N", "H", "H", "H", "H", "C", "S", "C", "H", "H", "H", "H", "H", "H"], "positions_angstrom": [[-2.4001, 0.4230, 0.0623], [-1.6864, -0.0463, -0.5907], [-3.1556, 0.8493, -0.5397], [-1.9251, 1.2345, 0.4798], [-2.9242, -0.0496, 0.8970], [1.9657, 0.0023, -1.4732], [0.5510, 0.1122, -0.2680], [0.6024, -0.5798, 1.3891], [1.8587, 0.9165, -2.1267], [2.9909, -0.0756, -0.9061], [1.8781, -0.8223, -2.1984], [0.7384, -1.6388, 1.5484], [-0.1238, -0.0558, 1.9622], [1.6300, -0.2697, 1.7640]]}

Number 1 is which compound?
C19H33AgF6ILi2NO18P2S3